No. 1
Below is C21H35N12RuS2 as an isolated structure, with properties calculated with the ωB97M-V functional and the def2-TZVPD basis.

Output
Charge ... +4
Multiplicity ... 2
Kohn-Sham gap (alpha / beta) ... 6.19 / 5.45 eV
Highest occupied orbital energy (alpha / beta) ... -19.19 / -19.15 eV

Atoms and positions in Å:
Ru -0.145 -0.247 -0.064
N 0.616 1.720 2.964
C 0.045 0.498 3.054
N -0.266 -0.284 2.026
C -0.857 -1.475 2.492
C -0.989 -1.572 3.824
S -0.380 -0.149 4.582
C -1.143 -2.459 1.448
C -1.701 -3.669 1.518
S -1.573 -4.509 0.004
C -0.741 -3.181 -0.679
N -0.669 -2.107 0.151
N -0.162 -3.265 -1.869
H 0.998 2.061 2.101
H 0.884 2.218 3.800
H -1.377 -2.388 4.413
H -2.140 -4.158 2.375
H -0.196 -4.127 -2.397
H 0.401 -2.517 -2.237
N -0.288 0.161 -4.380
C -1.473 -0.488 -4.143
C -1.516 -0.681 -2.803
N -0.364 -0.160 -2.210
C 0.348 0.339 -3.220
H 0.054 0.464 -5.284
H -2.157 -0.756 -4.932
H -2.285 -1.173 -2.232
H 1.290 0.858 -3.162
C -4.092 2.437 -0.785
C -3.027 1.317 -0.844
N -1.866 1.594 0.051
C -2.408 1.791 1.425
C -3.396 2.977 1.493
N -3.566 3.518 0.107
C -2.259 4.032 -0.418
C -1.241 2.865 -0.401
H -5.039 2.100 -0.369
H -4.281 2.880 -1.762
H -2.661 1.225 -1.861
H -3.474 0.370 -0.544
H -1.583 1.986 2.101
H -2.894 0.867 1.734
H -3.030 3.791 2.117
H -4.380 2.682 1.853
H -4.238 4.289 0.131
H -1.952 4.859 0.220
H -2.438 4.417 -1.420
H -0.423 3.111 0.277
H -0.829 2.713 -1.398
C 2.698 0.200 0.964
N 1.884 -0.730 0.036
C 2.614 -0.708 -1.313
N 3.986 -1.079 -1.187
C 4.681 -0.132 -0.309
N 4.073 -0.172 1.027
C 4.201 -1.529 1.570
N 3.513 -2.472 0.682
C 2.130 -2.166 0.604
C 4.116 -2.438 -0.654
H 2.259 0.129 1.953
H 2.605 1.211 0.556
H 2.553 0.315 -1.685
H 2.094 -1.403 -1.973
H 4.610 0.875 -0.722
H 5.731 -0.406 -0.237
H 3.765 -1.575 2.569
H 5.254 -1.792 1.637
H 1.675 -2.192 1.594
H 1.633 -2.863 -0.065
H 3.616 -3.149 -1.311
H 5.169 -2.701 -0.587

No. 2
Below is one molecule with the formula C3H4Cl3NSi, with properties calculated with the ωB97M-V functional and the def2-TZVPD basis.

Output
Energy relative to the best compared isomer or geometry (same formula, charge and spin) ... 10.0 kcal/mol
Kohn-Sham gap ... 8.84 eV
Highest occupied orbital energy ... -8.58 eV
Structure (SMILES) ... CC=C=N[Si](Cl)(Cl)Cl

Atoms and positions in Å:
C 0.959 1.875 -0.975
C 1.469 0.527 -0.208
C 0.543 -0.304 -0.196
N -0.231 -0.862 0.542
Si -1.481 -1.821 1.025
Cl -2.199 -2.561 -0.554
Cl -1.000 -3.173 2.504
Cl -2.920 -0.452 1.643
H 0.092 1.462 -1.591
H 0.596 2.595 -0.257
H 1.637 2.324 -1.615
H 2.534 0.391 -0.318

No. 3
Below is a 2-piece molecular cluster, C5H13NS overall, with properties calculated with the ωB97M-V functional and the def2-TZVPD basis.

Output
Charge ... +1
Energy relative to the best compared isomer or geometry (same formula, charge and spin) ... 20.9 kcal/mol
Multiplicity ... 2
Kohn-Sham gap (alpha / beta) ... 9.07 / 3.99 eV
Highest occupied orbital energy (alpha / beta) ... -12.41 / -11.83 eV

Atoms and positions in Å:
C -0.111 -2.517 1.866
S -0.348 -2.458 0.031
C 1.109 -1.493 -0.372
H -0.018 -1.462 2.229
H 0.833 -3.110 2.125
H -1.007 -2.998 2.345
H 1.068 -1.241 -1.409
H 1.131 -0.606 0.238
H 2.036 -2.113 -0.264
C -1.304 1.698 1.207
C -0.876 1.240 0.006
N 0.296 1.606 -0.706
C 0.232 1.684 -2.186
H -0.678 2.353 1.820
H -2.228 1.312 1.609
H -1.425 0.432 -0.501
H 0.719 2.402 -0.240
H 1.219 1.928 -2.583
H -0.235 0.823 -2.667
H -0.413 2.520 -2.547

No. 4
Below is C17H10B2F6IrNO2 as an isolated structure, with properties calculated with the ωB97M-V functional and the def2-TZVPD basis.

Output
Charge ... +1
Energy relative to the best compared isomer or geometry (same formula, charge and spin) ... 13.9 kcal/mol
Multiplicity ... 2
Kohn-Sham gap (alpha / beta) ... 6.45 / 4.84 eV
Highest occupied orbital energy (alpha / beta) ... -11.91 / -11.90 eV

Atoms and positions in Å:
Ir -0.482 -1.614 -1.129
F 4.603 -1.713 -2.663
C 3.723 -1.671 -1.673
C 2.375 -1.683 -1.953
C 1.456 -1.691 -0.888
C 1.907 -1.664 0.446
C 3.265 -1.606 0.669
F 3.732 -1.511 1.915
C 4.190 -1.626 -0.367
C 0.839 -1.676 1.429
C 0.946 -1.652 2.806
C -0.200 -1.624 3.589
C -1.447 -1.660 2.990
C -1.514 -1.703 1.613
N -0.400 -1.695 0.871
H 2.055 -1.705 -2.988
H 5.251 -1.601 -0.158
H 1.925 -1.650 3.259
H -0.117 -1.579 4.666
H -2.358 -1.650 3.570
H -2.456 -1.739 1.085
O -1.578 1.152 -1.060
B -0.425 0.432 -1.146
O 0.698 1.214 -1.096
C 0.214 2.517 -1.007
C 0.917 3.698 -0.974
C 0.153 4.861 -0.950
C -1.238 4.822 -0.934
C -1.934 3.617 -0.942
C -1.167 2.479 -0.989
H 1.998 3.718 -0.984
H 0.653 5.820 -0.958
H -1.790 5.751 -0.925
H -3.014 3.571 -0.927
F -2.425 -1.941 -1.056
B -4.516 -1.758 -0.806
F -4.491 -2.271 0.429
F -4.821 -2.530 -1.831
F -4.526 -0.439 -0.933

The records above give, respectively, DFT total energy values of -2368.13963, -1841.61252, -650.89998, -1612.28798 hartree.